C38H82N4O6 | the ωB97M-V functional and the def2-TZVPD basis

Structure (ORCA input):
```
! RIJCOSX wB97M-V def2-TZVPD def2/J DEFGRID3
* xyz 0 1
C -3.95996 -1.71743 -2.44076
C -3.75070 -2.29101 -3.81241
C -3.16154 -3.73214 -3.72005
C -5.06340 -2.41422 -4.62542
C -5.71954 -1.16224 -5.35849
C -4.56887 -0.65738 -6.24245
C -3.26388 -0.26843 -5.49231
C -2.23728 -0.23952 -6.72131
C -3.40234 1.05068 -4.74082
N -2.88574 -1.37228 -4.59806
O -1.55936 -1.26928 -4.09058
H -4.68911 -2.16923 -1.76822
H -3.00703 -1.69593 -1.91202
H -4.30169 -0.68372 -2.49331
H -3.74697 -4.59116 -3.39224
H -2.71250 -4.03978 -4.66441
H -2.27811 -3.71850 -3.08173
H -5.04214 -3.24516 -5.33054
H -5.92011 -2.67551 -4.00424
H -6.60054 -1.46606 -5.92386
H -6.17058 -0.40731 -4.71449
H -4.95046 0.19726 -6.80109
H -4.36760 -1.42943 -6.98510
H -2.36499 0.61266 -7.38882
H -2.13294 -1.20718 -7.21208
H -1.29086 -0.02295 -6.22584
H -2.84257 1.07452 -3.80586
H -4.43447 1.40008 -4.71381
H -2.79084 1.81849 -5.21479
H -1.03669 -1.74973 -4.73680
C -1.84818 4.94767 4.78816
C -1.06860 5.38268 3.55814
C 0.25177 6.04575 4.04388
C -0.69996 4.14501 2.57521
C -1.97361 3.53733 1.80329
C -2.50732 4.66282 0.87406
C -2.84027 5.91835 1.76336
C -3.07132 7.05892 0.66577
C -4.15049 5.67593 2.45602
N -1.79450 6.41007 2.64879
O -2.04820 7.74637 3.17508
H -2.22373 3.93258 4.65904
H -1.18400 4.80203 5.64008
H -2.68007 5.60162 5.04968
H 0.00293 7.00019 4.50780
H 0.87790 5.53542 4.77573
H 0.76148 6.20577 3.09378
H 0.05339 4.32022 1.80719
H -0.34166 3.39202 3.27716
H -1.64601 2.64536 1.26928
H -2.91028 3.22217 2.26309
H -3.50656 4.28060 0.66546
H -1.87415 4.90189 0.01964
H -2.13388 7.27558 0.15356
H -3.43901 7.96368 1.14985
H -3.90463 6.78000 0.02087
H -4.98818 5.55220 1.76968
H -4.45606 6.57827 2.98566
H -4.04757 4.90029 3.21490
H -2.71854 7.55237 3.83433
C 5.22431 2.86701 3.26681
C 5.61734 1.50645 2.77059
C 6.71922 1.15995 3.78190
C 4.44638 0.48362 2.91139
C 3.27280 0.56005 1.87165
C 4.06761 0.19338 0.59257
C 5.32308 1.03541 0.23998
C 6.24775 0.14587 -0.77918
C 4.71190 2.19452 -0.57894
N 6.10853 1.44028 1.41210
O 7.17779 2.20795 1.00653
H 4.34307 3.20555 2.72192
H 4.80514 2.88520 4.27282
H 5.97753 3.65472 3.28305
H 7.55944 1.84340 3.90442
H 6.42191 0.80994 4.77043
H 7.19297 0.20685 3.54680
H 4.82114 -0.53889 2.86511
H 3.96447 0.67061 3.87102
H 2.58077 -0.23356 2.15338
H 2.74565 1.50746 1.75926
H 3.29290 0.24556 -0.17241
H 4.20027 -0.87246 0.77829
H 7.21462 0.56735 -1.05416
H 5.62538 -0.07873 -1.64539
H 6.51675 -0.81518 -0.34087
H 5.49222 2.85605 -0.95516
H 4.27498 2.92960 0.09697
H 4.11434 1.86320 -1.42820
H 6.73176 3.02471 0.77084
C 0.95571 -4.53795 3.46815
C 1.19980 -5.16623 2.07293
C 2.57110 -4.83637 1.54067
C 1.19785 -6.74205 2.21400
C 1.01866 -7.58215 0.93312
C -0.15850 -7.09203 0.23648
C -0.22142 -5.56806 -0.02906
C 0.76218 -5.25790 -1.22192
C -1.71550 -5.38122 -0.58719
N 0.12687 -4.69185 1.12972
O 0.11466 -3.32191 0.77666
H 1.52480 -4.83330 4.34963
H 0.84073 -3.45832 3.37181
H -0.04085 -4.93809 3.65485
H 3.25165 -4.78754 2.39070
H 2.94590 -5.59796 0.85683
H 2.43553 -3.92920 0.95181
H 2.20592 -6.98565 2.54951
H 0.51446 -7.01226 3.01901
H 1.88988 -7.39250 0.30614
H 1.03291 -8.64363 1.18041
H -1.00101 -7.46524 0.81872
H -0.15964 -7.57747 -0.73944
H 0.48475 -4.30552 -1.67372
H 0.53998 -6.06035 -1.92533
H 1.83029 -5.28543 -1.00637
H -2.48218 -5.72185 0.10872
H -1.94054 -6.12100 -1.35542
H -1.94131 -4.37737 -0.94690
H -0.76467 -3.04103 1.04026
O -0.35077 1.29680 -2.31593
C 0.32392 0.29827 -1.52125
C 0.05591 0.38255 0.01958
O -1.33905 0.19990 0.36032
H -0.85708 0.87298 -3.01281
H 0.04699 -0.68129 -1.91096
H 1.40418 0.19714 -1.62574
H 0.39007 1.35359 0.38501
H 0.69928 -0.42346 0.37247
H -1.82138 0.78782 -0.22562
*
```

HOMO: -8.0 eV
LUMO: 0.5 eV
DFT total energy: -2167.14488 Eh
Relative energy (zero: lowest compared OMol25 entry of this formula, charge and spin): 109.3 kcal/mol


C3H10N2O | the ωB97M-V functional and the def2-TZVPD basis

Structure (ORCA input):
```
! RIJCOSX wB97M-V def2-TZVPD def2/J DEFGRID3
* xyz 0 1
C 1.43897 0.37364 0.31461
C 0.10899 -0.18320 -0.35066
C -0.97130 0.77842 -0.02016
H 2.73944 -0.49083 -1.15248
H 3.41748 -0.28753 0.42019
H 1.67387 1.56193 0.18690
H 1.31641 0.23520 1.45666
H 0.06166 -1.19131 0.15704
H 0.34428 -0.29266 -1.32830
H -0.78787 1.78018 -0.31160
H -1.00463 0.94002 1.04962
H -3.88803 -0.66104 0.01345
H -2.08131 -1.75795 -0.10428
N 2.56062 -0.49931 -0.19511
N -2.66875 -0.72041 0.37540
O -2.25980 0.41484 -0.51127
*
```

HOMO: -9.2 eV
LUMO: 0.9 eV
DFT total energy: -304.87575 Eh
Relative energy (zero: lowest compared OMol25 entry of this formula, charge and spin): 124.8 kcal/mol


C12H20N4S2ScTe4 | the ωB97M-V functional and the def2-TZVPD basis

Structure (ORCA input):
```
! RIJCOSX wB97M-V def2-TZVPD def2/J DEFGRID3
* xyz 1 1
Sc -0.73399 -0.66649 -0.18089
C -1.12146 0.95963 2.47599
C 0.31556 1.10355 1.98814
N 0.86086 -0.11828 1.34447
C 1.34558 -1.19719 2.23493
C 0.24622 -2.00040 2.91514
S -1.12881 -2.49665 1.80538
C -2.54492 -1.74148 2.67420
C -3.08366 -0.45895 2.04695
N -2.01744 0.37908 1.44874
H -1.46913 1.94533 2.79180
H -1.15126 0.32476 3.35822
H 0.93985 1.41103 2.83259
H 0.37379 1.89909 1.23951
H 1.66156 0.18459 0.79182
H 2.01199 -0.78462 2.99909
H 1.94292 -1.85930 1.60629
H -0.17651 -1.46875 3.76362
H 0.68919 -2.91423 3.30953
H -2.25307 -1.60815 3.71481
H -3.33311 -2.49066 2.65608
H -3.62082 0.11070 2.81128
H -3.78430 -0.70315 1.25177
H -2.48412 1.14360 0.96400
Te -0.52514 -2.99066 -1.97872
Te -1.79175 -5.04076 -0.88327
Te -4.06775 -3.44213 -0.31272
Te -3.20773 -1.27134 -1.64664
N 3.83787 2.40752 -4.58148
C 2.69109 2.87536 -4.03330
S 2.25613 4.46092 -4.15236
C 1.89790 1.89468 -3.28580
C 0.54653 2.15260 -2.97028
C -0.19172 1.24448 -2.27955
N 0.31550 0.03905 -1.80687
C 1.64887 -0.19598 -2.09333
C 2.41808 0.67044 -2.81227
H 4.37139 3.05102 -5.14186
H 3.95963 1.42655 -4.76585
H 0.09465 3.07584 -3.30520
H -1.25022 1.42121 -2.09838
H 2.05602 -1.13376 -1.73290
H 3.45574 0.40190 -2.96268
*
```

HOMO (spin up / spin down): -8.2 / -9.4 eV
LUMO (spin up / spin down): -5.0 / -3.8 eV
DFT total energy: -3317.33991 Eh
Relative energy (zero: lowest compared OMol25 entry of this formula, charge and spin): 0.0 kcal/mol


C5HCl2O2 | the ωB97M-V functional and the def2-TZVPD basis

Structure (ORCA input):
```
! RIJCOSX wB97M-V def2-TZVPD def2/J DEFGRID3
* xyz -1 1
O 0.59080 -2.40791 -0.47330
C 0.28304 -1.25992 -0.29496
C 0.16906 -0.11442 -1.19338
Cl 0.43252 -0.30033 -2.90283
C -0.17910 1.02020 -0.58682
C -0.29001 0.89133 0.92808
O -0.46721 1.90560 1.63453
C -0.19083 -0.44067 1.23359
Cl 0.00223 -1.26572 2.71880
H -0.35049 1.97183 -1.06372
*
```

HOMO: -3.2 eV
LUMO: 3.3 eV
DFT total energy: -1262.00262 Eh


C4H5NO2 | the ωB97M-V functional and the def2-TZVPD basis

Structure (ORCA input):
```
! RIJCOSX wB97M-V def2-TZVPD def2/J DEFGRID3
* xyz 0 1
O -2.55220 -0.20763 -0.28531
C -1.34939 -0.20529 -0.06237
O -0.64703 -1.32663 0.11853
C 0.73829 -1.07168 -0.22467
C 0.88779 0.45203 -0.10074
N 0.36114 1.14897 1.05363
C -0.50446 1.01616 -0.07489
H 0.84062 -1.46964 -1.25630
H 1.35940 -1.71767 0.46134
H 1.60046 1.00868 -0.69442
H 0.05058 0.49735 1.75011
H -0.78523 1.87536 -0.68489
*
```

HOMO: -10.3 eV
LUMO: 0.8 eV
DFT total energy: -360.61432 Eh
Relative energy (zero: lowest compared OMol25 entry of this formula, charge and spin): 34.6 kcal/mol


C5H12NS2 | the ωB97M-V functional and the def2-TZVPD basis

Structure (ORCA input):
```
! RIJCOSX wB97M-V def2-TZVPD def2/J DEFGRID3
* xyz 1 1
C -2.75128 0.00936 -0.32956
C -0.25153 1.73710 -0.32292
C 1.58931 0.40683 -1.05001
C 0.44809 -1.70862 0.95505
C 0.55955 -0.17385 1.00843
N 0.32631 0.41709 -0.34108
S -4.19203 -0.54499 -0.39014
S -0.88263 -2.18387 -0.22934
H 1.46921 0.08029 1.56786
H -0.44704 2.09091 -1.32619
H -1.20558 1.77372 0.37165
H 0.43529 2.50835 0.06953
H 1.47155 1.10598 -1.92475
H 2.50473 0.81658 -0.53114
H 1.71712 -0.63238 -1.42168
H 0.04368 -1.97072 1.92739
H 1.38038 -2.22796 0.82565
H -0.20184 0.15008 1.61212
H -0.26055 -0.32869 -0.86980
H -1.75275 -1.32522 0.39891
*
```

HOMO: -13.4 eV
LUMO: -4.2 eV
DFT total energy: -1048.47023 Eh
Relative energy (zero: lowest compared OMol25 entry of this formula, charge and spin): 88.7 kcal/mol


C7H14N2 | the ωB97M-V functional and the def2-TZVPD basis

Structure (ORCA input):
```
! RIJCOSX wB97M-V def2-TZVPD def2/J DEFGRID3
* xyz 0 1
C -1.17151 -1.90380 -1.66439
C -0.80408 -1.31874 -0.54044
C -1.82948 -0.95162 0.54693
C 0.60598 -0.68024 -0.43525
N 1.66009 -1.54732 0.20209
C 0.44002 0.53490 0.47304
C 1.59249 1.58475 0.52395
C 0.45190 2.59108 0.34387
N -0.54199 1.54007 0.09821
H -2.14927 -2.26142 -1.78863
H -0.49514 -2.06652 -2.48841
H -2.76020 -0.84442 0.03413
H -1.62273 0.02143 1.08312
H -1.90542 -1.76316 1.21887
H 0.83471 -0.31389 -1.39241
H 1.87623 -2.43681 -0.26092
H 1.35088 -1.82310 1.11153
H 0.18997 0.27969 1.48621
H 2.04669 1.78856 1.55633
H 2.31600 1.54872 -0.23969
H 0.17418 3.09735 1.34239
H 0.54389 3.41624 -0.32458
H -0.80319 1.50825 -0.88595
*
```

HOMO: -8.8 eV
LUMO: 1.0 eV
DFT total energy: -384.53713 Eh
Relative energy (zero: lowest compared OMol25 entry of this formula, charge and spin): 59.5 kcal/mol


C3H5N3O | the ωB97M-V functional and the def2-TZVPD basis

Structure (ORCA input):
```
! RIJCOSX wB97M-V def2-TZVPD def2/J DEFGRID3
* xyz 0 1
N 1.92850 0.81915 -0.22019
C 0.67891 0.21136 -0.06849
C 0.32585 -1.09915 0.01326
N -1.08634 -1.15382 0.05812
C -1.58887 0.11245 0.01305
O -2.71887 0.59287 -0.00164
N -0.52277 0.95371 -0.04464
H 2.68837 0.15431 -0.14603
H 2.08417 1.55929 0.45238
H 0.92597 -2.00360 0.04609
H -1.66522 -1.97460 0.05694
H -1.04971 1.82803 -0.15884
*
```

HOMO: -7.7 eV
LUMO: 0.8 eV
DFT total energy: -356.82655 Eh
Relative energy (zero: lowest compared OMol25 entry of this formula, charge and spin): 19.3 kcal/mol